Below is a structure of composition C3H5ClO, with properties calculated with ωB97M-V with the def2-TZVPD basis set.

The geometry in ORCA input format:
```
! wB97M-V def2-TZVPD RIJCOSX def2/J DEFGRID3
* xyz 0 1
C -0.194 -1.047 0.313
H -0.012 -1.685 1.213
O -1.270 -0.038 0.624
C -0.550 0.921 -0.131
H -0.536 -1.655 -0.527
H -0.612 1.866 0.364
H 1.409 0.494 0.783
Cl 1.850 0.001 -1.384
C 0.776 0.100 -0.031
H -0.862 1.042 -1.225
*
```

Its HOMO-LUMO gap is 11.115 eV. For the calculated total energy, the calculation gives -652.68674 Ha. The value obtained for the HOMO energy is -0.37094 Eh. Its LUMO energy is 1.02 eV.

***

Below is a structure of composition C27H23BrCl5N3Na, with properties calculated with ωB97M-V with the def2-TZVPD basis set.

The geometry in ORCA input format:
```
! wB97M-V def2-TZVPD RIJCOSX def2/J DEFGRID3
* xyz -1 1
H -1.562 -0.875 4.681
C 2.022 0.933 2.295
H -0.448 -0.644 6.041
C -4.073 1.956 -0.143
H -2.862 -4.564 0.763
N 1.246 -1.707 -0.171
H -4.987 2.261 0.370
C -2.727 -1.092 1.530
C -2.332 -3.432 2.548
C -4.397 -2.125 2.951
C -1.973 -1.065 -4.573
C 0.216 -0.102 -4.883
Cl -0.846 -1.398 -7.018
C -3.168 -2.192 2.302
H -4.719 -2.977 3.541
H -1.445 0.695 5.461
C 0.137 0.352 -3.570
C -3.515 0.080 1.503
C 0.081 -2.400 -0.418
H 2.198 -4.021 -2.342
H -2.270 -5.556 2.097
C -0.866 -0.177 5.150
Cl -3.346 -0.966 -2.255
H -1.172 0.679 2.613
H 1.893 -0.193 5.454
H -3.902 -4.874 2.149
H -4.336 1.243 -0.922
C -1.961 -0.579 -3.269
Cl 1.549 1.244 -2.946
C 2.172 -2.305 -0.922
C -2.872 -4.680 1.846
H -6.148 -0.962 3.386
H -2.336 -3.624 3.626
H -0.439 -4.130 -1.722
C 1.566 0.152 4.480
C -1.178 -2.097 0.144
C -0.133 0.639 2.903
Br 3.263 1.452 0.949
C 0.305 -3.445 -1.342
C 2.500 0.524 3.528
C -5.193 -0.997 2.877
C 0.212 0.215 4.179
C -4.735 0.100 2.166
H -3.649 2.838 -0.626
H -1.972 -2.786 -0.162
H 3.562 0.487 3.719
N -1.467 -1.101 0.923
Cl 1.592 0.183 -5.890
C -0.868 -0.817 -5.387
H -1.295 -3.260 2.264
C -0.926 0.154 -2.718
Cl -3.308 -1.970 -5.203
C -3.050 1.342 0.812
N 0.752 0.979 1.966
H -5.338 1.000 2.134
C 1.653 -3.386 -1.660
H -2.135 1.161 0.254
H 3.193 -1.946 -0.919
Na 0.071 0.276 -0.427
H -2.795 2.081 1.582
*
```

Its HOMO-LUMO gap is 6.433 eV. For the calculated total energy, the calculation gives -6244.32662 Ha. The value obtained for the HOMO energy is -0.16004 Eh. Its LUMO energy is 2.08 eV.

***

Below is a structure of composition C14H16ClMnN, with properties calculated with ωB97M-V with the def2-TZVPD basis set.

The geometry in ORCA input format:
```
! wB97M-V def2-TZVPD RIJCOSX def2/J DEFGRID3
* xyz 0 4
H -1.433 2.533 -0.862
H 0.882 0.857 -1.873
C 1.864 1.563 0.526
H -3.436 -0.469 1.032
C -1.403 -1.360 0.651
Mn -1.254 -0.031 -1.016
C 1.724 0.255 0.018
Cl 2.541 -2.391 0.042
H 1.258 2.361 0.069
H 1.133 -0.932 -1.665
C -2.731 -0.919 0.321
H -1.355 0.201 -3.407
H 4.069 -1.227 2.035
C -3.019 -1.273 -1.037
H -3.963 -1.154 -1.544
N -0.865 -0.569 -2.889
H -2.091 1.017 1.766
C -1.422 1.323 0.951
C 0.881 0.020 -1.161
H 0.057 -2.626 -0.485
C 2.546 -0.754 0.625
H -0.956 -1.288 1.653
H 2.853 2.897 1.895
H -1.898 -2.720 -2.391
C -0.874 -2.071 -0.467
C -1.904 1.746 -0.278
H -2.963 1.917 -0.485
C 3.447 -0.447 1.634
C -1.833 -1.976 -1.575
C 3.564 0.864 2.105
H 4.276 1.103 2.896
H -0.464 1.679 1.383
C 2.770 1.870 1.533
*
```

Its HOMO-LUMO gap (spin up / spin down) is 7.433 / 7.530 eV. For the calculated total energy, the calculation gives -2208.76280 Ha. The value obtained for the HOMO energy (spin up / spin down) is -0.28329 / -0.27026 Eh. Its LUMO energy (spin up / spin down) is -0.28 / 0.18 eV.

***

Below is a structure of composition C37H48N10O5PTeZr, with properties calculated with ωB97M-V with the def2-TZVPD basis set.

The geometry in ORCA input format:
```
! wB97M-V def2-TZVPD RIJCOSX def2/J DEFGRID3
* xyz 1 1
H 4.105 -5.239 1.349
C -2.819 -0.922 3.387
C 3.458 -3.697 -0.012
H -4.261 -5.765 2.449
H -5.854 -5.617 1.686
C -0.419 1.644 5.321
C -1.016 2.167 1.013
H 1.654 2.244 -3.886
C 2.314 2.477 -1.824
H -4.906 -0.845 2.856
H -4.463 -2.219 3.905
H -2.640 0.136 3.200
C -1.273 3.512 0.672
O 1.912 -0.303 -3.131
H -0.503 -4.864 -0.653
C 0.756 -0.890 5.830
H 0.542 -4.068 -3.428
C -4.847 -1.341 -2.266
C 1.932 -2.738 2.038
H 2.529 -2.112 -1.097
N 5.755 1.188 -5.551
N 4.698 -0.840 -5.191
O -0.837 -3.006 1.090
H 6.453 0.745 -6.119
N 1.383 -2.190 3.179
H -0.425 1.851 7.453
Te -1.847 -4.334 3.991
H 3.386 1.416 0.568
H -3.544 -0.090 0.577
H 0.579 -0.338 7.892
C -1.098 -4.336 -1.397
H 4.063 -4.021 -0.847
N -0.783 1.950 2.346
H -2.170 -1.259 4.196
Zr -0.427 -1.177 0.300
H 4.585 2.806 -3.267
H -1.247 -4.988 -2.270
C 3.782 2.486 -3.940
C 0.496 -0.449 4.545
H 2.725 -4.312 3.230
H 2.980 3.152 -1.277
H -5.070 -3.657 0.369
H 3.884 3.034 -4.881
H 3.887 -1.344 -4.872
O -3.166 -3.702 1.010
H -4.444 -6.047 0.710
H 5.297 -1.289 -5.860
C -3.564 -0.614 -0.373
H -0.638 -1.559 -3.166
C -0.168 1.213 6.617
C -1.248 -2.373 -2.760
H -4.900 -3.343 2.095
C -2.387 -1.193 -0.869
C 1.706 0.028 -1.948
H 1.422 -4.144 -1.895
O -2.397 -1.575 2.160
N 2.582 0.971 0.146
C -1.543 3.853 -0.625
P -2.081 -3.162 2.020
C -1.567 2.840 -1.588
C 0.808 -3.503 -2.523
C -2.487 -1.820 -2.117
N 1.823 -2.159 0.829
C 3.482 -4.365 1.208
C 4.770 0.483 -4.977
H -4.553 -0.593 4.571
H 1.300 2.725 -1.492
C -3.700 -1.907 -2.796
H 1.196 -1.862 6.007
H -5.787 -1.411 -2.798
C 0.407 -0.035 6.867
C 2.606 -2.623 -0.150
H -1.258 4.236 1.472
H -5.658 -0.218 -0.625
C -4.276 -1.168 3.685
C -0.077 0.777 4.299
H -0.867 2.605 5.112
H 5.881 2.159 -5.329
C 2.419 2.779 -3.318
N 3.882 1.051 -4.201
H -1.749 4.881 -0.892
N 0.215 -0.262 2.228
H 3.123 0.457 -3.770
H -1.799 3.039 -2.624
C -4.774 -0.679 -1.048
N -1.035 1.195 0.088
C -4.557 -3.978 1.276
H 3.647 0.763 -1.592
C 2.634 1.056 -1.297
H 1.369 -2.621 -2.824
C 2.721 -3.876 2.242
H 1.747 1.402 0.524
C -4.785 -5.443 1.551
H -1.510 -3.029 -3.604
C -1.320 1.552 -1.187
H -1.363 0.744 -1.901
H -3.745 -2.424 -3.749
H 2.210 3.842 -3.451
O 0.735 -0.423 -1.266
C 0.744 -1.086 3.237
N -0.405 -3.107 -1.804
H -2.061 -4.097 -0.960
C -0.253 0.882 2.838
*
```

Its HOMO-LUMO gap is 6.487 eV. For the calculated total energy, the calculation gives -3019.06933 Ha. The value obtained for the HOMO energy is -0.33448 Eh. Its LUMO energy is -2.61 eV.

***

Below is a structure of composition C24H19I2N4OS2Sc, with properties calculated with ωB97M-V with the def2-TZVPD basis set.

The geometry in ORCA input format:
```
! wB97M-V def2-TZVPD RIJCOSX def2/J DEFGRID3
* xyz 0 1
C 2.355 -0.608 3.353
C -1.102 -1.362 4.699
C 0.930 1.273 2.865
C -1.645 -1.834 1.191
C -0.698 -2.207 -3.602
C -1.140 3.083 -2.040
Sc -0.337 0.612 0.453
H 1.446 -2.045 -3.648
H -1.743 3.646 -4.011
H 3.322 -1.089 3.321
C 1.915 -0.157 -1.806
H -0.745 -3.010 -4.321
H -1.089 1.126 3.613
C -0.917 3.410 -3.359
C -1.852 -1.693 -3.029
H 2.322 0.450 -2.626
N -4.860 -3.004 1.788
H -2.828 -2.069 -3.292
I -3.079 2.864 -1.243
C 2.181 0.653 2.803
H 3.030 1.184 2.390
N 1.866 0.644 -0.571
C -1.747 -4.263 1.177
C -0.103 2.735 -1.159
C 1.203 2.670 -1.700
C -1.727 -0.685 -2.090
S -2.461 -0.294 1.295
I 0.792 3.921 -5.842
H 2.583 -1.017 -1.679
H 3.249 2.112 -1.283
C -3.731 -2.995 1.580
C 0.523 -1.678 -3.223
H 0.821 2.322 2.577
N -1.285 -5.305 1.032
H 2.274 2.572 0.142
O -0.338 2.431 0.087
S 0.064 -1.819 0.914
H 1.444 -2.230 4.389
H -1.650 -0.695 5.361
H -0.752 -2.217 5.271
H -1.803 -1.718 3.943
C 1.436 3.023 -3.016
C 0.566 -0.685 -2.252
H -2.606 -0.252 -1.621
C 0.385 3.406 -3.832
H 2.533 0.248 0.097
C -0.135 0.616 3.490
C -2.349 -3.005 1.324
C 1.293 -1.249 3.965
N -0.544 -0.198 -1.687
H 2.442 2.990 -3.410
C 0.038 -0.656 4.042
C 2.253 2.051 -0.821
*
```

Its HOMO-LUMO gap is 7.649 eV. For the calculated total energy, the calculation gives -3372.86230 Ha. The value obtained for the HOMO energy is -0.28907 Eh. Its LUMO energy is -0.22 eV.

***

Below is a structure of composition C56H65I2N9O3Sr, with properties calculated with ωB97M-V with the def2-TZVPD basis set.

The geometry in ORCA input format:
```
! wB97M-V def2-TZVPD RIJCOSX def2/J DEFGRID3
* xyz 0 1
H -0.279 2.698 1.475
C 3.481 -2.107 4.140
C -2.027 1.093 1.096
C 1.397 3.402 2.571
H -1.257 4.207 -0.814
C -5.007 2.771 2.898
C -0.109 3.148 2.453
C -5.030 3.142 0.514
C -5.601 3.333 1.798
H 1.587 -0.810 5.738
C -0.247 4.378 -1.190
H -2.551 -1.634 -5.371
H -6.422 4.252 -0.736
H -3.445 -1.513 5.268
C -2.290 -0.891 -3.327
H -4.005 -0.095 -2.240
C 5.028 -1.361 -4.501
H -5.453 2.919 3.874
H 2.359 2.409 -2.380
H 3.783 -2.489 3.167
C -3.867 2.379 0.454
H -3.829 -0.908 3.657
H 6.360 0.162 -3.841
C -0.978 2.239 -5.050
H 6.143 -3.416 -7.790
H -1.544 -0.334 6.325
C -1.298 -0.069 4.213
H -0.716 4.992 3.447
C 2.289 -0.189 5.178
C -2.684 -3.448 -0.577
C -0.339 2.890 -4.010
N -1.108 0.481 1.836
H -3.380 1.612 3.724
H -4.679 -4.738 -1.873
C -1.607 0.446 -3.551
H 1.783 0.738 4.910
H 8.329 -2.647 -8.697
H -0.081 -6.136 3.315
H -0.265 -6.786 1.547
C -3.231 1.818 1.583
H -1.285 -3.542 4.431
H -0.318 5.066 -2.039
C 6.697 -2.613 -7.320
H 0.175 3.827 -4.203
H -1.878 -1.310 -2.409
C -1.268 0.358 5.537
H 0.974 -2.597 -2.689
C 2.289 -0.481 2.772
N -3.863 -3.053 -0.022
C -1.002 0.856 3.189
H -3.632 -6.151 -2.104
O -2.682 -4.578 -1.281
I 1.494 -3.839 1.247
C -3.812 2.007 2.814
H -3.928 -2.134 1.757
H -0.587 5.130 1.695
C -1.743 -1.490 3.911
N 1.897 -1.081 -1.638
H 0.129 -2.496 4.370
H -1.599 -1.667 2.845
H 2.769 -2.793 -4.398
H 2.862 -2.872 4.616
H 1.649 3.854 3.535
C 6.195 -1.983 -6.181
H 0.335 4.875 -0.405
H 3.276 0.466 6.976
O -1.656 -2.803 -0.484
H 2.458 3.689 -1.159
H -3.206 2.390 -2.872
C 8.623 -1.138 -7.196
H 4.190 0.767 5.482
H 5.335 -1.074 4.494
C 3.962 -1.248 -3.496
C -0.893 4.463 2.507
C -3.883 -5.340 -1.430
H 9.572 -0.827 -7.615
C 1.886 3.323 -2.016
N 6.146 -0.564 -4.501
N 5.021 -2.215 -5.485
C -2.007 1.210 -0.349
C -1.029 1.164 -2.481
H -1.966 4.286 2.417
C 8.143 -0.502 -6.068
H -4.194 -5.763 -0.474
N -3.842 -1.906 0.774
C -3.797 -0.720 -3.111
C -2.019 -1.894 -4.452
H -4.615 -3.713 0.080
H 8.697 0.299 -5.595
C -3.674 2.568 -1.912
H -4.559 -1.256 0.481
H -0.879 1.973 6.904
N 2.679 -0.894 3.953
H 0.442 2.400 -0.753
Sr -0.034 -1.161 0.248
H -3.578 -2.657 3.934
C 1.849 -1.955 -2.646
H -5.228 3.750 -2.816
H 1.961 4.076 -2.805
C -1.586 1.013 -4.821
C -0.563 2.153 3.518
C 4.021 -0.348 -2.436
H 1.735 4.087 1.787
H 1.954 2.469 2.475
H -2.054 0.490 -5.646
H -4.279 -1.692 -2.965
I -2.603 -5.700 2.423
C 4.660 -1.758 5.025
C 7.911 -2.179 -7.814
H -0.954 -1.951 -4.687
H 2.991 0.383 -0.694
N -1.086 0.677 -1.147
C -3.170 2.065 -0.736
H 5.212 -2.655 5.298
C -0.642 -6.244 2.400
C 6.918 -0.947 -5.577
H -0.192 3.526 5.118
C 0.430 3.070 -1.612
C -0.521 2.525 4.860
H -0.990 -2.404 5.748
H -2.356 -2.891 -4.153
C -0.897 1.653 5.868
O 4.227 -1.159 6.238
C -4.852 3.361 -1.878
C 2.969 -0.299 -1.537
H -6.507 3.919 1.904
C -0.336 2.364 -2.722
C 3.534 0.056 6.002
C -0.922 -2.538 4.666
H 4.862 0.317 -2.284
H -0.984 2.672 -6.044
H -4.260 -0.245 -3.981
N 1.986 -0.136 1.707
C -3.238 -1.651 4.203
C 2.846 -2.073 -3.594
C -5.522 3.647 -0.718
*
```

Its HOMO-LUMO gap (spin up / spin down) is 6.985 / 5.855 eV. For the calculated total energy, the calculation gives -3517.70328 Ha. The value obtained for the HOMO energy (spin up / spin down) is -0.25859 / -0.21705 Eh. Its LUMO energy (spin up / spin down) is -0.05 / -0.05 eV.

***

Below is a cluster of 2 separate species, C3H11N3O2 in total, with properties calculated with ωB97M-V with the def2-TZVPD basis set.

The geometry in ORCA input format:
```
! wB97M-V def2-TZVPD RIJCOSX def2/J DEFGRID3
* xyz 0 1
H -1.278 -2.595 -0.011
C -0.375 1.700 0.210
O 1.653 -0.178 2.815
H -1.286 -1.515 -2.103
H -1.006 3.585 -0.298
H 1.127 0.575 2.522
O -0.381 1.828 1.412
H 0.465 -2.634 -0.046
H 0.356 -1.903 -2.264
N -0.518 -2.101 -1.806
C -0.410 -2.059 -0.356
H -0.122 -0.773 1.129
H 1.128 0.404 -0.448
H 2.446 0.133 3.248
H -0.364 2.741 -1.613
N -0.661 2.709 -0.655
C 0.019 0.398 -0.462
N -0.582 -0.712 0.247
H -0.211 0.397 -1.522
*
```

Its HOMO-LUMO gap is 9.693 eV. For the calculated total energy, the calculation gives -435.65598 Ha. The structure (SMILES) is NCNCC(N)=O.O. The value obtained for the HOMO energy is -0.33102 Eh. Its LUMO energy is 0.69 eV.

***

Below is a structure of composition C28H29BN10NiOS2, with properties calculated with ωB97M-V with the def2-TZVPD basis set.

The geometry in ORCA input format:
```
! wB97M-V def2-TZVPD RIJCOSX def2/J DEFGRID3
* xyz 0 1
H -0.398 -4.657 -0.369
N -1.416 -0.978 0.470
H -0.519 5.807 1.426
N -3.021 -2.569 0.363
H 1.202 5.329 -1.507
C 1.168 4.257 -1.382
N 1.759 -0.404 3.474
H -4.303 -4.212 0.380
C -1.756 8.225 -0.591
C -1.165 4.001 -0.462
N -2.769 -1.280 2.330
C -1.167 7.641 0.526
C 0.068 3.522 -0.849
C -4.315 -3.154 0.639
N 1.393 1.681 2.969
C -0.979 6.269 0.561
H -5.106 -2.657 0.072
C 1.599 2.068 -1.397
H -3.932 4.640 0.079
H -1.565 -5.449 0.736
H 1.540 2.507 4.955
C -1.959 9.652 -0.632
C 1.583 1.626 4.339
H -2.264 5.448 -2.460
H -2.605 7.903 -2.535
H -3.152 -2.304 -1.746
H -1.625 -4.759 3.155
H -4.552 -3.093 1.699
Ni -0.504 0.783 -0.008
H -3.679 0.356 0.272
N -2.121 10.790 -0.665
C 1.509 0.432 2.462
S 1.394 -0.098 0.827
H -0.179 -2.939 4.628
C -2.153 7.438 -1.669
C -2.432 -2.573 -0.972
C 2.123 3.342 -1.741
C 1.823 0.330 4.639
H -5.410 2.406 0.406
H -1.974 -3.533 -1.214
N -0.171 -4.222 1.649
H 2.040 -0.143 5.579
C -2.250 3.196 -0.081
C -3.586 3.618 0.098
C -1.366 -1.510 -0.812
C 0.920 -3.395 1.604
N 0.388 2.166 -0.872
C -3.436 1.402 0.193
S 1.930 -3.241 0.271
C -0.528 -5.144 0.595
C -2.424 -1.588 1.076
H 2.073 1.106 -1.514
H 2.232 -2.255 4.608
H 0.078 2.827 1.803
C -0.768 -4.162 2.897
O -0.629 -1.093 -1.673
H -0.859 8.260 1.357
C -0.055 -3.270 3.611
C 1.084 2.877 2.215
H -2.318 -0.476 2.737
C -1.375 5.477 -0.511
N -2.180 1.812 0.010
H 3.082 3.530 -2.196
H 1.153 3.726 2.892
C -4.343 2.475 0.261
H 0.118 -6.023 0.611
C -1.963 6.068 -1.625
N 0.976 -2.785 2.825
H -3.641 -1.575 2.726
H 1.794 3.006 1.398
B 2.138 -1.958 3.435
H 3.153 -2.118 2.817
*
```

Its HOMO-LUMO gap (spin up / spin down) is 5.349 / 5.350 eV. For the calculated total energy, the calculation gives -4036.82762 Ha. The value obtained for the HOMO energy (spin up / spin down) is -0.23561 / -0.23557 Eh. Its LUMO energy (spin up / spin down) is -1.06 / -1.06 eV.